1.
ORCA calculation (wB97M-V/def2-TZVPD) on a cluster of 3 separate species, C5H17N2O3 in total.

Summary:
* energy above the lowest of the compared OMol25 structures with the same formula, charge and spin: 27.4 kcal per mole
* HOMO: -13.5 eV
* Kohn-Sham gap: 10.19 eV
* charge: +1

Element x y z (Å)
H 1.625 -1.514 0.875
H 1.927 3.462 2.991
O 1.095 2.976 2.953
H -1.018 -2.033 2.189
H 1.266 -1.431 -1.065
H -1.736 2.861 -0.826
C -0.776 -1.753 -1.646
C 0.046 -2.252 2.269
H -2.663 3.707 -1.726
H 0.441 3.638 2.706
H 1.292 -0.556 2.399
H -0.025 0.715 1.611
H 0.273 -2.312 3.337
O -0.666 1.260 -0.863
N 0.650 -0.066 -2.625
H 0.205 -3.282 1.868
H 0.389 -0.524 -3.509
H -0.516 -2.531 -2.381
C 0.399 -0.849 -1.355
H -1.664 -1.177 -1.915
H -1.107 -2.245 -0.720
C -0.127 0.304 -0.369
H -0.017 0.719 -2.706
O -1.811 3.709 -1.284
H 1.606 0.314 -2.657
C 0.831 -1.121 1.531
N 0.079 -0.019 0.919

2.
ORCA calculation (wB97M-V/def2-TZVPD) on a cluster of 2 separate species, C5H17N2OS in total.

Summary:
* energy above the lowest of the compared OMol25 structures with the same formula, charge and spin: 0.0 kcal per mole
* HOMO (alpha / beta): -15.7 / -15.6 eV
* spin multiplicity: 2
* Kohn-Sham gap (alpha / beta): 8.49 / 4.67 eV
* expectation value of S²: 0.755
* charge: +2

Element x y z (Å)
H 1.378 -2.749 2.006
C -0.706 0.252 -0.192
O 0.870 -2.960 1.220
H 3.152 -0.166 -2.321
C -0.899 0.364 1.321
H -0.201 1.147 -0.570
H 1.314 -1.597 -2.148
H -0.086 0.784 1.893
H -1.086 -0.656 1.683
C 1.168 -0.628 -1.663
H -2.542 -0.844 -0.513
H -2.488 0.849 -1.200
N 2.605 1.404 -1.018
H -3.274 0.480 1.567
H 2.774 1.538 -0.018
S -2.331 1.410 1.738
N 0.344 -0.747 -0.489
H -1.645 -0.530 -1.965
H 1.787 1.932 -1.320
H 0.682 -0.071 -2.451
H 0.293 -3.718 1.348
C 2.575 -0.076 -1.402
H 3.413 1.902 -1.414
C -1.961 -0.080 -1.017
H 0.744 -1.379 0.232
H 3.046 -0.574 -0.557

3.
ORCA calculation (wB97M-V/def2-TZVPD) on a structure of composition C5H17N2PTl.

Summary:
* HOMO: -12.0 eV
* Kohn-Sham gap: 9.08 eV
* charge: +1

Element x y z (Å)
H 2.476 -3.147 0.378
N -0.087 -2.425 0.069
C 0.945 -2.503 -0.983
H -0.996 -2.279 -0.356
H -3.168 1.568 0.258
H 0.882 -3.436 -1.547
H -0.887 2.115 -2.121
H 0.090 3.274 -1.212
H -1.681 3.301 -1.062
P -0.718 1.481 0.227
C -0.873 2.643 1.647
H -0.145 -3.316 0.553
H 3.445 -1.006 0.661
H 0.053 3.210 1.755
N 2.523 -1.062 0.241
H -2.566 0.251 -0.767
C -0.808 2.659 -1.180
H -1.047 2.084 2.567
C -2.421 0.779 0.176
H 0.783 -1.680 -1.682
H 3.069 -2.561 -1.183
H 2.489 -0.340 -0.473
C 2.339 -2.382 -0.390
H -2.558 0.073 0.998
H -1.697 3.338 1.491
Tl 0.558 -0.639 1.938

| no. | electronic energy (eV) |
| --- | --- |
| 1 | -14577.0437 |
| 2 | -21305.1792 |
| 3 | -22418.5360 |